1.
{
  "formula": "C31H53BFN6O12P",
  "method": "wB97M-V/def2-TZVPD",
  "smiles": "[H]/N=C/Cc1c(ON=O)c(B(N)O)c2nc(NCCC)c(P(C)CC)nc2c1[C@H](F)CC.CCOC(=O)OC.CCOC(=O)OC.CCOC(=O)OC",
  "multiplicity": 1,
  "charge": 0,
  "homo_lumo_gap_ev": 7.549,
  "elements": ["C", "C", "C", "N", "C", "N", "C", "C", "B", "N", "O", "C", "O", "N", "O", "C", "C", "C", "N", "C", "C", "F", "C", "C", "C", "N", "C", "P", "C", "C", "C", "H", "H", "H", "H", "H", "H", "H", "H", "H", "H", "H", "H", "H", "H", "H", "H", "H", "H", "H", "H", "H", "H", "H", "H", "H", "H", "H", "H", "H", "C", "C", "O", "C", "O", "O", "C", "H", "H", "H", "H", "H", "H", "H", "H", "C", "C", "O", "C", "O", "O", "C", "H", "H", "H", "H", "H", "H", "H", "H", "C", "C", "O", "C", "O", "O", "C", "H", "H", "H", "H", "H", "H", "H", "H"],
  "positions_angstrom": [[5.335, -1.219, 5.755], [4.778, -0.316, 4.548], [5.697, -0.680, 3.288], [5.640, 0.333, 2.196], [4.313, 0.905, 2.092], [3.354, 0.022, 1.710], [2.140, 0.694, 1.652], [0.961, -0.135, 1.202], [1.145, -1.711, 0.849], [1.664, -2.204, -0.429], [0.727, -2.650, 1.836], [-0.375, 0.395, 1.045], [-1.426, -0.461, 0.603], [-2.012, -1.141, 1.656], [-3.129, -1.399, 1.383], [-0.582, 1.851, 1.399], [-2.045, 2.392, 1.209], [-2.853, 1.996, 2.501], [-2.278, 1.681, 3.601], [0.488, 2.698, 1.877], [0.314, 4.199, 2.291], [-0.979, 4.535, 2.740], [0.885, 5.221, 1.209], [1.435, 6.463, 2.056], [1.879, 2.099, 1.980], [2.902, 2.948, 2.398], [4.134, 2.352, 2.434], [5.549, 3.495, 2.957], [6.891, 3.494, 1.604], [4.937, 5.289, 2.943], [4.900, 5.845, 1.454], [5.784, -0.573, 6.561], [4.546, -1.909, 6.157], [6.187, -1.871, 5.392], [3.697, -0.557, 4.351], [4.891, 0.764, 4.823], [6.753, -0.667, 3.685], [5.473, -1.717, 2.912], [6.345, 1.060, 2.289], [1.597, -3.221, -0.513], [2.608, -1.871, -0.633], [0.691, -3.522, 1.397], [-2.104, 3.477, 0.955], [-2.495, 1.784, 0.371], [-3.977, 1.981, 2.475], [-2.993, 1.465, 4.310], [0.995, 4.333, 3.183], [1.771, 4.778, 0.667], [0.093, 5.612, 0.522], [2.061, 7.161, 1.443], [0.547, 6.959, 2.536], [2.092, 6.121, 2.910], [6.471, 3.278, 0.581], [7.437, 4.478, 1.635], [7.593, 2.660, 1.894], [3.980, 5.424, 3.503], [5.742, 5.869, 3.487], [4.232, 6.739, 1.347], [5.924, 6.174, 1.105], [4.607, 4.987, 0.787], [-0.921, -0.528, -2.960], [-0.534, 0.908, -2.671], [-0.574, 1.702, -3.866], [-1.795, 2.044, -4.289], [-2.839, 1.751, -3.761], [-1.660, 2.745, -5.423], [-2.900, 3.082, -6.043], [-0.301, -0.942, -3.759], [-0.805, -1.145, -2.067], [-1.957, -0.603, -3.294], [0.496, 0.936, -2.312], [-1.161, 1.345, -1.891], [-3.563, 3.600, -5.349], [-3.380, 2.182, -6.430], [-2.684, 3.748, -6.877], [-3.888, -4.113, 2.309], [-3.162, -4.531, 1.046], [-2.417, -5.742, 1.245], [-3.141, -6.867, 1.279], [-4.336, -6.948, 1.156], [-2.304, -7.891, 1.503], [-2.962, -9.146, 1.670], [-3.189, -4.035, 3.146], [-4.380, -3.152, 2.171], [-4.645, -4.845, 2.595], [-2.437, -3.765, 0.775], [-3.848, -4.639, 0.203], [-3.618, -9.365, 0.827], [-3.524, -9.150, 2.604], [-2.195, -9.917, 1.721], [-4.312, -4.937, -7.489], [-3.993, -3.565, -8.048], [-4.910, -2.576, -7.563], [-4.716, -2.179, -6.299], [-3.853, -2.573, -5.555], [-5.667, -1.287, -5.995], [-5.641, -0.860, -4.632], [-5.352, -5.201, -7.694], [-3.661, -5.694, -7.929], [-4.185, -4.965, -6.406], [-4.101, -3.581, -9.133], [-2.964, -3.270, -7.831], [-4.657, -0.480, -4.354], [-5.934, -1.683, -3.978], [-6.366, -0.054, -4.522]],
  "mulliken_charge": [-1.103, 0.303, -0.966, -0.182, -0.563, -0.430, 0.829, 0.914, 0.835, -0.499, -0.600, -1.185, -0.184, 0.165, -0.343, 1.178, -1.356, -0.381, -0.444, 0.256, -0.142, -0.436, -0.257, -0.987, -0.320, -0.197, 0.100, 0.113, -1.299, -0.497, -0.893, 0.287, 0.326, 0.301, 0.096, 0.087, 0.507, 0.179, 0.306, 0.135, 0.227, 0.239, 0.571, 0.316, 0.439, 0.259, 0.258, 0.278, 0.381, 0.292, 0.372, 0.073, 0.311, 0.417, 0.498, 0.312, 0.441, 0.195, 0.338, 0.167, -0.766, 0.214, -0.415, 0.756, -0.559, -0.365, -0.580, 0.358, 0.153, 0.040, 0.275, 0.078, 0.283, 0.250, 0.223, -1.133, 0.287, -0.321, 0.726, -0.548, -0.345, -0.643, 0.274, 0.320, 0.409, -0.102, 0.289, 0.295, 0.289, 0.226, -1.095, -0.160, -0.366, 0.770, -0.552, -0.338, -0.427, 0.290, 0.354, 0.313, 0.291, 0.294, 0.104, 0.300, 0.214]
}

=====

2.
{
  "formula": "CHNO4S",
  "method": "wB97M-V/def2-TZVPD",
  "de_lowest_kcal_mol": 51.6,
  "multiplicity": 1,
  "charge": 0,
  "homo_lumo_gap_ev": 8.211,
  "elements": ["C", "N", "O", "O", "O", "O", "S", "H"],
  "positions_angstrom": [[-1.577, 0.279, -0.083], [1.693, -1.162, -0.641], [-0.610, -0.488, 0.110], [2.483, -1.392, 0.165], [1.315, 0.947, 1.014], [-1.498, 1.410, -0.473], [0.758, 0.512, -0.195], [-2.563, -0.106, 0.103]],
  "mulliken_charge": [0.181, 0.166, -0.207, -0.209, -0.429, -0.454, 0.577, 0.374]
}

=====

3.
{
  "formula": "C2H7N2P",
  "method": "wB97M-V/def2-TZVPD",
  "de_lowest_kcal_mol": 101.4,
  "multiplicity": 1,
  "charge": 0,
  "homo_lumo_gap_ev": 8.168,
  "elements": ["C", "C", "N", "N", "P", "H", "H", "H", "H", "H", "H", "H"],
  "positions_angstrom": [[-1.409, 0.220, -0.085], [1.286, 1.417, 0.159], [-1.151, -0.988, 0.384], [-0.113, -1.562, -0.095], [1.666, -0.266, 0.135], [-2.210, 0.935, 0.323], [-0.826, 0.550, -0.979], [1.510, 2.007, -0.675], [1.188, 1.889, 1.042], [-1.815, -1.374, 1.068], [-0.001, -2.536, 0.048], [1.875, -0.292, -1.324]],
  "mulliken_charge": [-0.442, -0.925, 0.261, -0.734, 0.057, 0.271, 0.350, 0.335, 0.371, 0.240, 0.204, 0.012]
}

=====

4.
{
  "formula": "C4H9N",
  "method": "wB97M-V/def2-TZVPD",
  "de_lowest_kcal_mol": 90.9,
  "multiplicity": 1,
  "charge": 0,
  "homo_lumo_gap_ev": 10.020,
  "elements": ["C", "C", "C", "C", "H", "H", "H", "H", "H", "H", "H", "H", "H", "N"],
  "positions_angstrom": [[-1.457, -0.494, -0.632], [0.019, -0.041, -0.718], [0.757, -0.757, 0.206], [1.105, 0.694, 0.819], [-1.856, -0.129, 0.417], [-1.518, -1.562, -0.587], [-2.061, 0.107, -1.254], [0.464, 0.000, -1.768], [-0.038, -1.510, 0.710], [1.577, -1.496, -0.091], [2.331, 0.859, 1.128], [0.508, 0.852, 1.768], [-0.277, 2.116, 0.338], [0.447, 1.361, -0.335]],
  "mulliken_charge": [-1.402, 0.538, -0.597, -0.390, 0.294, 0.362, 0.374, 0.270, 0.193, 0.241, 0.222, 0.224, 0.293, -0.623]
}